[1]
# C18H48O6

A 6-piece molecular cluster, C18H48O6 overall at a distorted geometry (ωB97M-V/def2-TZVPD, the OMol25 dataset).

The geometry in XYZ format:
```
72
Properties=species:S:1:pos:R:3:forces:R:3
C 1.482 -3.336 3.028 0.2 0.4 0.5
C 1.936 -4.006 1.756 -0.2 -0.4 -0.8
C 0.770 -4.710 1.061 -0.8 -1.5 1.0
O 2.493 -3.011 0.872 0.1 0.0 0.4
H 0.946 -2.413 2.804 -0.2 -0.1 -0.1
H 2.298 -3.052 3.696 0.2 -0.1 -0.2
H 0.842 -3.998 3.612 -0.1 -0.1 -0.2
H 2.697 -4.762 1.971 0.2 0.2 0.0
H -0.196 -4.307 1.375 0.1 0.6 -0.6
H 0.660 -5.742 1.442 0.4 0.2 0.2
H 0.821 -4.907 -0.009 0.2 0.7 -0.1
H 2.855 -3.473 0.111 0.0 0.1 -0.1
C -4.064 2.890 0.007 0.2 -0.4 -0.3
C -4.951 2.430 1.136 -0.5 0.3 0.9
C -5.025 3.486 2.244 0.5 -0.1 0.1
O -6.258 2.049 0.720 -0.1 -0.2 -0.2
H -4.447 3.791 -0.478 0.0 0.2 0.2
H -3.973 2.140 -0.782 -0.1 -0.1 0.1
H -3.065 3.060 0.409 0.0 0.2 -0.2
H -4.562 1.534 1.627 0.2 -0.1 -0.4
H -5.588 3.138 3.110 -0.4 0.0 -0.2
H -5.423 4.431 1.871 -0.1 0.0 0.1
H -4.020 3.666 2.644 0.0 0.2 -0.2
H -6.701 2.787 0.291 0.1 0.1 0.0
C -1.070 0.221 0.503 0.1 0.2 1.1
C 0.329 -0.189 0.075 -0.5 0.1 -0.4
C 1.082 0.910 -0.654 0.2 0.1 -0.2
O 1.042 -0.598 1.234 0.0 -0.3 -0.5
H -1.757 0.415 -0.318 0.1 0.1 -0.1
H -1.010 1.088 1.173 0.0 0.2 -0.4
H -1.491 -0.533 1.174 0.0 -0.3 -0.4
H 0.216 -1.012 -0.649 0.1 -0.2 0.3
H 1.405 1.682 0.045 -0.1 0.0 0.0
H 0.494 1.371 -1.453 -0.2 0.0 0.1
H 1.966 0.497 -1.147 0.1 0.0 0.2
H 1.574 -1.370 0.973 0.1 0.1 0.2
C -5.169 -3.469 0.177 0.0 -0.7 0.4
C -3.996 -3.205 -0.741 0.1 -0.1 -0.6
C -2.655 -3.403 -0.043 -0.1 0.3 0.2
O -4.118 -4.159 -1.816 0.0 -0.2 0.1
H -6.105 -3.489 -0.377 0.0 0.2 0.0
H -5.254 -2.824 1.052 0.1 0.4 -0.3
H -5.031 -4.474 0.596 -0.1 0.0 -0.1
H -4.033 -2.207 -1.189 -0.2 0.1 0.3
H -2.320 -4.430 -0.175 -0.1 -0.1 0.1
H -2.770 -3.196 1.025 0.2 0.0 0.0
H -1.883 -2.737 -0.431 0.0 -0.1 0.0
H -3.999 -3.747 -2.674 0.1 0.2 0.1
C 2.199 -1.475 -4.336 0.1 -0.4 0.7
C 3.000 -0.446 -5.114 -0.2 0.0 0.3
C 3.384 0.720 -4.216 0.5 0.4 -0.2
O 4.154 -1.037 -5.703 -0.1 0.0 0.0
H 2.784 -1.826 -3.473 0.1 0.0 -0.2
H 1.950 -2.365 -4.913 -0.1 0.2 -0.2
H 1.296 -1.062 -3.880 -0.1 0.1 -0.3
H 2.378 -0.082 -5.933 0.2 0.0 -0.2
H 2.537 1.380 -4.030 0.0 -0.1 0.2
H 4.170 1.325 -4.679 -0.2 0.0 -0.3
H 3.838 0.390 -3.277 -0.3 -0.2 0.1
H 4.746 -1.266 -4.978 0.1 -0.1 -0.1
C 3.234 3.770 1.638 0.0 -0.9 -0.3
C 4.033 4.701 2.524 -0.1 0.2 -0.6
C 5.190 5.343 1.775 0.6 0.1 0.0
O 3.183 5.702 3.084 0.1 -0.1 0.3
H 3.865 2.987 1.200 0.1 0.2 0.0
H 2.760 4.278 0.794 0.0 0.2 0.1
H 2.460 3.214 2.171 0.0 0.3 0.2
H 4.449 4.133 3.355 -0.2 0.1 0.2
H 5.963 4.610 1.527 -0.1 -0.1 0.0
H 5.665 6.104 2.396 -0.1 0.0 0.0
H 4.918 5.820 0.829 -0.3 0.0 0.1
H 2.869 6.255 2.362 0.0 0.0 0.0
```
Positions in Å, forces in eV/Å.

HOMO-LUMO gap in hartree: 0.3800
HOMO in eV: -9.980
Relative energy (zero: lowest compared OMol25 entry of this formula, charge and spin) in kcal per mole: 23.23

Population analysis type Löwdin, resulting atomic charges in e: C -0.051; C -0.457; C -0.058; O -0.068; H 0.072; H 0.085; H 0.087; H 0.133; H 0.063; H 0.084; H 0.079; H 0.096; C -0.068; C -0.507; C -0.065; O -0.051; H 0.082; H 0.075; H 0.076; H 0.135; H 0.077; H 0.079; H 0.078; H 0.086; C -0.064; C -0.503; C -0.052; O -0.059; H 0.072; H 0.082; H 0.072; H 0.129; H 0.069; H 0.079; H 0.065; H 0.045; C -0.065; C -0.479; C -0.065; O -0.063; H 0.078; H 0.079; H 0.087; H 0.132; H 0.078; H 0.077; H 0.062; H 0.082; C -0.069; C -0.500; C -0.069; O -0.048; H 0.075; H 0.078; H 0.075; H 0.137; H 0.078; H 0.079; H 0.075; H 0.087; C -0.078; C -0.499; C -0.071; O -0.052; H 0.082; H 0.080; H 0.077; H 0.137; H 0.079; H 0.078; H 0.079; H 0.085

=====

[2]
# C18H50AlF6N2O18P5

C18H50AlF6N2O18P5 as an isolated structure at a distorted geometry (ωB97M-V/def2-TZVPD, the OMol25 dataset).

The geometry in XYZ format:
```
100
Properties=species:S:1:pos:R:3:forces:R:3
Al 25.176 22.977 -8.901 -1.1 -0.5 -0.7
P 22.234 22.376 -11.433 1.8 -2.5 -0.1
F 21.757 21.381 -10.218 0.3 0.2 -0.7
F 22.577 23.459 -10.272 1.1 0.7 -0.3
F 23.792 21.862 -11.413 0.3 -0.9 2.2
F 22.904 23.206 -12.689 -2.1 1.8 -0.1
F 21.952 21.133 -12.476 -0.9 1.2 0.4
F 20.803 23.065 -11.470 -0.4 -0.2 -1.4
C 26.013 19.214 -10.923 1.2 -0.1 -0.3
O 25.750 20.223 -10.306 -0.2 0.6 0.2
N 26.437 19.160 -12.211 0.7 0.5 -0.7
C 26.516 20.377 -13.063 -1.2 0.0 -0.9
C 26.858 17.933 -12.949 -0.9 1.0 1.0
H 26.074 18.245 -10.404 -0.3 -0.2 -0.3
H 27.199 21.208 -12.886 0.0 -0.2 1.4
H 25.507 20.739 -13.259 -0.2 0.5 0.9
H 26.764 20.215 -14.112 0.4 -1.4 0.1
H 26.630 16.991 -12.450 -0.1 0.3 0.4
H 26.192 17.999 -13.809 0.9 -0.6 -0.6
H 27.940 18.007 -13.062 -0.2 -0.2 -0.8
C 24.125 26.694 -10.538 -2.2 -0.9 1.3
O 24.119 25.702 -9.788 0.8 2.1 -1.6
N 24.214 27.992 -10.005 3.0 -2.7 3.5
C 24.066 29.154 -10.785 0.0 -0.3 -0.9
C 24.758 28.052 -8.594 -0.7 0.9 0.9
H 23.701 26.747 -11.552 0.6 -0.6 -0.1
H 23.034 29.458 -10.613 0.0 0.9 -0.1
H 24.181 28.827 -11.818 -0.3 0.3 -0.2
H 24.866 29.860 -10.564 -0.5 0.3 0.3
H 25.668 28.627 -8.423 0.2 0.2 -1.2
H 24.068 28.579 -7.935 -0.5 0.4 -0.6
H 24.882 27.164 -7.975 -0.2 -0.8 -1.4
C 21.018 22.476 -16.187 1.5 1.0 -0.3
O 20.013 23.510 -16.098 -0.4 0.4 0.9
P 20.305 25.007 -16.652 0.2 -2.1 -3.2
O 20.604 24.929 -18.123 0.3 0.7 2.6
O 18.966 25.795 -16.360 1.4 0.6 1.0
C 17.752 25.438 -16.965 -1.4 -0.7 -0.1
O 21.441 25.631 -15.697 -0.8 -1.2 -1.3
C 21.209 25.640 -14.318 -0.2 1.8 2.3
H 21.536 22.239 -15.258 -0.8 0.2 0.6
H 21.820 22.948 -16.755 0.1 -0.6 -0.6
H 20.704 21.528 -16.624 -0.6 0.5 -0.2
H 16.953 26.052 -16.550 0.2 0.0 0.4
H 17.571 24.392 -16.719 -0.3 0.0 -0.2
H 17.658 25.597 -18.040 0.8 -0.1 -0.1
H 20.384 25.102 -13.851 -0.4 -0.4 -1.0
H 21.034 26.695 -14.104 -0.3 0.2 0.4
H 22.031 25.371 -13.655 0.7 -0.5 -0.9
C 22.164 18.798 -5.160 -1.0 -0.6 1.8
O 21.695 20.132 -5.547 0.9 -0.5 -1.3
P 21.832 20.702 -7.076 1.0 0.2 -1.4
O 23.236 21.135 -7.517 -3.2 -0.9 1.3
O 20.703 21.902 -7.104 3.0 -2.4 0.1
C 19.324 21.617 -7.168 -1.1 0.8 -0.4
O 21.140 19.517 -7.973 0.4 1.2 0.7
C 21.815 18.386 -8.505 1.2 -0.7 -0.7
H 22.208 17.939 -5.829 -0.1 0.9 -1.0
H 21.449 18.456 -4.412 -0.6 0.2 -0.2
H 23.037 18.717 -4.512 0.7 1.2 -0.7
H 18.881 22.163 -6.335 -0.3 -0.3 0.0
H 18.991 20.580 -7.205 0.6 -0.1 0.3
H 18.984 22.064 -8.102 -0.2 0.0 0.0
H 22.871 18.351 -8.240 -0.1 0.1 0.6
H 21.904 18.321 -9.590 -0.7 1.0 -0.3
H 21.322 17.444 -8.264 -0.2 0.3 0.7
C 21.878 28.039 -6.776 -1.4 0.5 0.5
O 22.312 26.882 -7.484 -0.1 -1.0 1.0
P 21.898 25.367 -7.027 -0.5 -1.3 0.8
O 22.818 24.381 -7.609 0.2 0.6 -0.2
O 21.835 25.319 -5.426 0.0 1.0 -0.7
C 21.563 24.099 -4.669 1.6 0.1 -0.2
O 20.355 25.125 -7.337 -0.8 0.8 -1.4
C 19.735 25.177 -8.701 1.2 -0.1 0.1
H 21.147 28.563 -7.392 0.3 0.2 -0.2
H 22.669 28.712 -6.446 0.4 -0.2 -0.5
H 21.334 27.848 -5.851 0.1 -0.6 0.0
H 20.620 24.162 -4.127 -0.1 -0.2 -0.7
H 22.354 24.020 -3.923 0.0 0.4 0.2
H 21.797 23.250 -5.311 -1.0 -0.1 0.0
H 19.170 24.269 -8.911 0.2 0.0 0.5
H 20.524 25.245 -9.450 0.1 -0.2 0.1
H 19.090 26.038 -8.875 0.0 0.1 0.8
C 27.291 27.164 -12.318 0.6 1.8 -0.7
O 27.909 26.000 -11.823 -1.2 -0.7 -0.3
P 27.273 24.598 -12.281 -0.4 -1.2 -0.3
O 26.140 24.089 -11.425 2.0 0.8 -1.2
O 26.836 24.828 -13.874 1.7 -0.5 2.9
C 25.843 23.952 -14.416 -1.6 1.4 -1.1
O 28.646 23.756 -12.273 -2.0 -0.1 -0.4
C 29.532 23.791 -13.463 -1.0 -0.2 1.6
H 28.089 27.648 -12.881 -0.3 0.2 -0.4
H 27.024 27.922 -11.582 0.1 -0.5 0.8
H 26.412 27.044 -12.950 0.2 -0.5 -0.1
H 25.599 23.038 -13.875 0.4 0.2 0.0
H 26.012 23.867 -15.490 0.8 -0.8 0.2
H 24.973 24.606 -14.477 -0.6 -0.5 0.5
H 30.480 23.758 -12.926 0.3 0.5 -1.0
H 29.207 24.674 -14.013 1.0 -0.1 -0.3
H 29.370 22.872 -14.027 0.0 0.2 -0.1
```
Positions in Å, forces in eV/Å.

HOMO-LUMO gap (alpha / beta) in hartree: 0.2840 / 0.1116
HOMO (alpha / beta) in eV: -10.998 / -10.997
Spin multiplicity: 2
Charge: +1

Atomic partial charges in e from the Löwdin method, atoms 1 to 99: Al 1.112; P 0.228; F -0.167; F -0.219; F -0.231; F -0.195; F -0.173; F -0.128; C -0.337; O -0.053; N -0.156; C -0.050; C -0.035; H 0.137; H 0.073; H 0.083; H 0.080; H 0.083; H 0.089; H 0.091; C -0.152; O 0.057; N -0.026; C 0.006; C 0.031; H 0.164; H 0.137; H 0.109; H 0.126; H 0.117; H 0.077; H 0.109; C -0.075; O -0.236; P 0.429; O -0.254; O -0.209; C -0.105; O -0.189; C -0.144; H 0.074; H 0.075; H 0.094; H 0.089; H 0.091; H 0.095; H 0.097; H 0.083; H 0.061; C -0.083; O -0.221; P 0.561; O -0.345; O -0.246; C -0.104; O -0.235; C -0.117; H 0.079; H 0.084; H 0.086; H 0.095; H 0.093; H 0.083; H 0.085; H 0.089; H 0.089; C -0.109; O -0.247; P 0.420; O -0.294; O -0.231; C -0.038; O -0.213; C -0.016; H 0.096; H 0.083; H 0.092; H 0.100; H 0.089; H 0.066; H 0.081; H 0.072; H 0.084; C -0.130; O -0.191; P 0.495; O -0.339; O -0.259; C -0.079; O -0.249; C -0.023; H 0.102; H 0.072; H 0.084; H 0.076; H 0.097; H 0.083; H 0.100; H 0.082